The following is a quantum chemistry calculation of C33H45O6PS2Si4Ti as an isolated structure, from the OMol25 dataset.

Computed properties:
Electronic energy: -132820.5780 eV
F_max: 4.212 eV Å⁻¹
ΔE to the lowest compared entry with this formula, charge and spin: 7.1 kJ/mol
Charge: 0
HOMO (spin up / spin down): -7.25 / -7.07 eV

Geometry (Å):
Ti  1.22152  0.27231  0.07970
O  0.83713  2.36918  0.85204
S  2.22835  2.51243  1.36160
O  2.48179  3.28747  2.53528
O  2.72443  1.08694  1.35569
C  3.07751  3.37763  -0.03787
C  3.98378  4.35429  0.35868
C  4.47462  5.30124  -0.58037
C  4.16355  5.08098  -1.89131
C  3.31653  4.05554  -2.34084
C  2.79570  3.19735  -1.40916
S  2.06638  1.61886  -2.15148
O  2.83032  0.56888  -1.35680
O  2.20043  1.60231  -3.58984
O  0.71319  1.42029  -1.59710
H  4.30858  4.37982  1.37624
H  5.16331  6.13264  -0.37900
H  4.62369  5.75845  -2.66242
H  3.05636  3.93842  -3.39935
C  -1.53291  -6.41020  -3.78277
C  -1.17574  -5.56109  -4.83002
C  -1.15909  -4.17034  -4.61158
C  -1.36489  -3.65537  -3.28883
C  -1.58193  -4.54022  -2.20232
C  -1.69628  -5.91267  -2.43913
P  -1.08128  -1.95148  -2.74046
C  -0.80791  -1.04794  -4.36835
C  0.43213  -0.84509  -5.02502
C  0.53885  -0.04977  -6.17611
C  -0.62327  0.47099  -6.72552
C  -1.82927  0.17681  -6.17050
C  -1.95071  -0.56924  -5.00274
C  0.50291  -2.15888  -1.83934
C  1.52434  -2.89170  -2.41126
C  2.70365  -3.05178  -1.64422
C  2.81748  -2.58262  -0.35612
C  1.78307  -1.84612  0.20453
C  0.66697  -1.41657  -0.60210
H  -1.63126  -7.46945  -3.99587
H  -0.82415  -5.99082  -5.76626
H  -0.84237  -3.44134  -5.36314
H  -1.77662  -4.20731  -1.16352
H  -1.88021  -6.61757  -1.62893
H  1.28785  -1.42412  -4.64796
H  1.56683  0.07859  -6.61225
H  -0.62673  1.11409  -7.55396
H  -2.71204  0.50653  -6.72899
H  -2.90027  -0.69367  -4.45310
H  1.47728  -3.29374  -3.43578
H  3.52246  -3.58699  -2.10615
H  3.72954  -2.74210  0.23753
H  1.80040  -1.75054  1.30090
C  -0.74855  4.08884  3.39809
Si  -1.58179  2.73526  2.43865
C  -3.35242  2.49881  3.21103
C  -1.91459  3.31793  0.63040
Si  -0.47182  0.60744  2.46215
Si  0.54615  0.27193  4.55654
C  -0.82904  0.75401  5.78050
C  0.94988  -1.56751  4.69220
C  2.00089  1.32643  4.91517
Si  -2.12967  -1.04178  2.20552
C  -3.17834  -0.69305  0.58877
C  -3.39135  -0.99061  3.63062
C  -1.35353  -2.75577  2.20169
H  -1.18589  5.02915  2.99220
H  0.34397  4.05795  3.27248
H  -0.99427  4.10088  4.47879
H  -3.69610  3.47237  3.54503
H  -3.35843  1.88101  4.15181
H  -4.09175  2.09287  2.47434
H  -1.38439  4.26333  0.38453
H  -2.96157  3.53796  0.60511
H  -1.72587  2.60309  -0.14277
H  -0.54256  0.82291  6.81480
H  -1.74488  0.16101  5.69952
H  -1.10945  1.84727  5.64823
H  0.05716  -2.17514  4.65648
H  1.30914  -1.58613  5.72089
H  1.79668  -1.91598  4.05928
H  1.81175  2.36857  4.69382
H  2.96816  0.99898  4.51874
H  2.13035  1.26885  6.03889
H  -3.13655  0.38990  0.44920
H  -4.24510  -0.85324  0.81803
H  -2.79861  -1.19692  -0.29203
H  -4.25202  -0.30001  3.36733
H  -2.91609  -0.74186  4.62949
H  -3.70706  -1.98828  3.69646
H  -1.82258  -3.43372  2.96520
H  -0.27550  -2.78276  2.18358
H  -1.63835  -3.25729  1.26489



The following is a quantum chemistry calculation of a 4-piece molecular cluster, C28H25N5O14 overall, from the OMol25 dataset.

Computed properties:
Electronic energy: -65555.6092 eV
F_max: 1.382 eV Å⁻¹
Charge: 0
HOMO: -9.21 eV
SMILES: Nc1cccc2c1C(=O)N(CC(N)(N)N)C2=O.O=C1C=C(O)C(=O)C=C1O.O=C1C=C(O)C(=O)C=C1O.O=C1C=C(O)C(=O)C=C1O

Geometry (Å):
N  3.05932  -2.75800  -0.38780
C  2.37154  -2.02206  -1.40970
C  2.92990  -0.86641  -1.95228
C  2.27877  -0.12841  -2.93016
C  1.02415  -0.50874  -3.39951
C  0.46547  -1.64461  -2.84614
C  1.11839  -2.38916  -1.88019
C  0.21810  -3.54287  -1.52954
O  0.49855  -4.62665  -1.14646
N  -1.12251  -3.07571  -1.86918
C  -1.59863  -2.28347  -0.72580
C  -3.12533  -2.40057  -0.47625
N  -3.52380  -3.78565  -0.61653
N  -3.86040  -1.59786  -1.44862
N  -3.32136  -1.89488  0.89170
C  -0.86349  -2.31960  -3.07574
O  -1.52765  -2.34732  -4.05339
H  3.17495  -3.71562  -0.69852
H  2.52555  -2.76943  0.47062
H  3.89240  -0.54656  -1.58357
H  2.74675  0.76641  -3.31026
H  0.49205  0.05151  -4.15182
H  -1.35708  -1.21885  -0.81200
H  -1.07759  -2.64392  0.16306
H  -4.36186  -3.89750  -0.05267
H  -2.82665  -4.33824  -0.12816
H  -3.41373  -0.69351  -1.54173
H  -3.78437  -2.05223  -2.35474
H  -4.16419  -1.32383  0.92650
H  -2.55657  -1.26468  1.11335
C  -8.90348  1.33405  0.01145
C  -7.71299  0.90527  0.44849
C  -7.21522  -0.48524  0.16350
O  -6.11308  -0.79094  0.58040
C  -8.06758  -1.38536  -0.58832
C  -9.26065  -0.95852  -1.02398
C  -9.75049  0.43944  -0.75981
O  -10.83820  0.75188  -1.20527
O  -10.09518  -1.72258  -1.71626
O  -6.88521  1.66349  1.15958
H  -9.27049  2.33109  0.20915
H  -7.70327  -2.38529  -0.77619
H  -10.87659  -1.16839  -1.90598
H  -6.10261  1.10966  1.34097
C  5.82738  0.55578  2.77229
C  6.99598  1.19720  2.68489
C  7.95437  0.94365  1.55864
O  8.99001  1.58530  1.54188
C  7.59542  -0.04257  0.55640
C  6.42211  -0.68724  0.63870
C  5.45230  -0.41359  1.76053
O  4.39451  -1.01221  1.76823
O  6.04790  -1.59232  -0.25940
O  7.39633  2.10692  3.56965
H  5.12600  0.73621  3.57514
H  8.29962  -0.22500  -0.24294
H  5.16024  -1.93328  -0.01651
H  8.27192  2.41125  3.26260
C  3.06704  5.60946  1.32317
C  4.05668  4.77213  0.98558
C  3.93973  3.28605  1.18289
O  4.87547  2.58909  0.83433
C  2.72717  2.75753  1.77985
C  1.73865  3.59538  2.12068
C  1.84329  5.08077  1.90078
O  0.89163  5.76629  2.22263
O  0.60135  3.19069  2.67069
O  5.20284  5.18092  0.45507
H  3.13816  6.67871  1.18373
H  2.66296  1.68792  1.93048
H  0.06811  3.99715  2.81220
H  5.73715  4.37765  0.30564



The following is a quantum chemistry calculation of a 2-piece molecular cluster, C4H14Si2 overall, from the OMol25 dataset.

Computed properties:
Electronic energy: -20127.6441 eV
F_max: 0.868 eV Å⁻¹
ΔE to the lowest compared entry with this formula, charge and spin: 95.2 kJ/mol
Charge: 0
HOMO: -8.38 eV

Geometry (Å):
C  -2.52673  -1.52954  1.70840
C  2.83634  3.16782  -1.41423
C  -1.42760  -0.51775  1.41765
C  -0.74460  -0.78198  0.07713
Si  0.23239  -2.40977  -0.01423
Si  1.24750  3.51042  -2.42929
H  -3.05016  -1.27851  2.62799
H  -3.24778  -1.54661  0.89430
H  -2.10733  -2.52874  1.81360
H  3.46121  2.41180  -1.89186
H  3.43879  4.07257  -1.31676
H  2.61744  2.81820  -0.40640
H  -1.85891  0.48692  1.41075
H  -0.68543  -0.54985  2.21789
H  -0.07491  0.05198  -0.14137
H  -1.50468  -0.77105  -0.70607
H  0.91053  -2.64870  1.26375
H  -0.65816  -3.53484  -0.30786
H  1.22875  -2.29884  -1.08254
H  1.91336  3.87647  -3.72086



The following is a quantum chemistry calculation of one molecule with the formula C4H12N3, from the OMol25 dataset.

Computed properties:
Electronic energy: -8809.3277 eV
F_max: 1.630 eV Å⁻¹
ΔE to the lowest compared entry with this formula, charge and spin: 166.4 kJ/mol
Charge: 0
Expectation value of S²: 0.7507
HOMO (spin up / spin down): -2.95 / -9.72 eV
Multiplicity: 2

Geometry (Å):
C  0.24792  1.51517  1.35007
C  -0.35847  0.09253  1.42897
C  -0.89662  -0.46031  0.09619
N  -1.01056  -1.84650  -2.34509
C  0.06194  -1.11345  -1.95254
N  0.14288  -0.38406  -0.91077
N  1.65345  1.40648  0.81754
H  0.28210  1.87382  2.35532
H  -0.30403  2.17704  0.69497
H  0.48047  -0.53853  1.71919
H  -1.12547  0.01577  2.20450
H  -1.06032  -1.52641  0.35369
H  -1.88025  -0.03327  -0.12664
H  -1.23637  -2.06023  -3.29916
H  -1.68149  -2.12542  -1.64302
H  0.91575  -1.04555  -2.61867
H  1.54120  0.77741  0.03184
H  2.30659  0.97845  1.53354
H  1.92128  2.29705  0.31008



The following is a quantum chemistry calculation of H20O10Sn as an isolated structure, from the OMol25 dataset.

Computed properties:
Electronic energy: -26617.5634 eV
F_max: 3.145 eV Å⁻¹
ΔE to the lowest compared entry with this formula, charge and spin: 12.0 kJ/mol
Charge: +2
HOMO: -16.82 eV

Geometry (Å):
Sn  -0.02633  -0.03588  -0.01809
O  0.76642  2.60318  -0.17920
H  1.04712  3.03930  0.63247
H  1.48212  2.73211  -0.82229
O  -0.87390  -1.52060  -2.07815
H  -1.47160  -1.42726  -2.81758
H  -0.74370  -2.48406  -2.00708
O  -1.88293  1.53224  -0.87393
H  -2.51190  1.48292  -1.60413
H  -2.48274  1.82655  -0.18214
O  -0.39083  -1.28745  2.27654
H  -1.13662  -1.33425  2.92639
H  0.39334  -1.32940  2.84937
O  -2.70457  -0.88543  0.31978
H  -3.34756  -0.40634  -0.24395
H  -3.23350  -1.20258  1.09250
O  0.94520  -2.74471  -0.09859
H  1.71370  -2.96040  0.41184
H  0.23070  -3.29910  0.22493
O  2.58519  -0.21566  -0.80592
H  2.70788  -1.12275  -1.13546
H  3.12927  0.24996  -1.37713
O  0.59305  0.78786  -2.52413
H  1.04295  0.04479  -2.96440
H  0.71828  1.51546  -3.12474
O  1.80090  0.59480  1.92509
H  2.20739  -0.04726  2.56034
H  2.53727  0.77177  1.31958
O  -1.21110  1.46570  1.89818
H  -1.19847  2.40001  1.77476
H  -0.68501  1.25650  2.64513



The following is a quantum chemistry calculation of C21H56INO10Si2 as an isolated structure, from the OMol25 dataset.

Computed properties:
Electronic energy: -68507.6867 eV
F_max: 5.396 eV Å⁻¹
Charge: 0
HOMO: -9.34 eV

Geometry (Å):
C  -3.59318  1.01971  -1.38368
C  -2.43039  0.05880  -1.02214
N  -1.13572  0.66859  -1.38273
Si  0.15997  0.20110  -0.29993
C  0.38495  1.53568  1.03209
C  -0.82750  1.79002  1.85368
O  -0.79794  1.74366  3.01491
O  -1.97862  2.09896  1.20798
C  -3.09469  2.12867  2.04838
C  -3.82343  0.86152  2.30274
O  -3.44904  3.12666  2.47859
O  1.55838  0.21437  -1.21883
Si  2.52553  -1.17456  -1.19374
C  4.30668  -0.56828  -1.01140
C  5.33135  -1.40209  -1.79610
C  5.57304  -2.83790  -1.30585
I  5.30757  -3.16676  0.79689
H  -3.16979  2.01658  -1.45605
H  -3.99115  0.75252  -2.35542
H  -4.36217  1.03325  -0.61866
H  -2.60758  -0.84718  -1.59643
H  -2.49740  -0.16410  0.03740
H  -0.83590  0.36468  -2.30374
H  -0.09249  -1.09692  0.34913
H  0.77993  2.44906  0.60166
H  1.13037  1.17780  1.73140
H  -3.31500  0.20335  2.99921
H  -4.79249  1.08945  2.70551
H  -3.99004  0.33732  1.36578
H  2.37138  -1.82775  -2.50786
H  2.14762  -2.08435  -0.09338
H  4.57482  -0.40251  0.02647
H  4.29344  0.41987  -1.47404
H  4.95939  -1.48201  -2.81441
H  6.24856  -0.83044  -1.86101
H  6.60545  -3.07355  -1.51278
H  5.00491  -3.54164  -1.89294
C  -2.99201  -2.55727  5.25111
C  -3.27360  -3.24132  3.92589
O  -2.87853  -2.42011  2.82866
H  -3.51873  -1.60372  5.30703
H  -3.30598  -3.18133  6.08921
H  -1.92560  -2.34404  5.35686
H  -4.33939  -3.43416  3.81409
H  -2.74258  -4.19689  3.86560
H  -1.93279  -2.25469  2.91429
C  -4.51215  7.51098  1.40088
C  -5.27679  6.89636  2.55892
O  -5.83752  5.64047  2.19460
H  -5.16831  7.64712  0.54011
H  -4.09118  8.47914  1.68014
H  -3.69769  6.85448  1.08501
H  -6.10047  7.54277  2.85948
H  -4.61705  6.75392  3.42138
H  -5.10922  5.06237  1.94072
C  -0.36490  8.09605  1.66262
C  -0.25592  9.60283  1.52018
O  0.33592  9.96256  0.27437
H  0.62010  7.63428  1.58659
H  -0.80823  7.82486  2.62234
H  -0.98076  7.67622  0.86348
H  0.37413  10.01708  2.30564
H  -1.24488  10.06859  1.59110
H  -0.22222  9.61034  -0.42738
C  6.28840  -5.47913  -4.66899
C  7.32780  -4.47057  -5.11840
O  7.85970  -3.75189  -4.00631
H  5.47275  -4.97857  -4.14287
H  5.87552  -6.02154  -5.52123
H  6.72844  -6.19978  -3.97730
H  6.88617  -3.73855  -5.79325
H  8.14777  -4.97187  -5.64175
H  8.26326  -4.39501  -3.41293
C  -8.84163  1.07744  0.29168
C  -7.67855  0.66641  1.17486
O  -6.44981  1.20842  0.69502
H  -8.67676  0.74342  -0.73333
H  -9.77877  0.65176  0.65392
H  -8.94062  2.16506  0.26620
H  -7.56904  -0.41725  1.18299
H  -7.83957  1.00463  2.20402
H  -6.53519  2.16911  0.69585
C  7.27972  -9.69704  -2.38934
C  8.17279  -9.37059  -3.57187
O  8.50765  -7.98361  -3.59731
H  6.36384  -9.10618  -2.42974
H  7.01486  -10.75528  -2.37845
H  7.78007  -9.45442  -1.44873
H  7.66421  -9.59424  -4.50816
H  9.09493  -9.95887  -3.53186
H  8.96957  -7.78032  -2.77635



The following is a quantum chemistry calculation of an isolated ion of composition C3H5N2O2 and charge +1, from the OMol25 dataset.

Computed properties:
Electronic energy: -10254.4996 eV
F_max: 4.046 eV Å⁻¹
ΔE to the lowest compared entry with this formula, charge and spin: 499.5 kJ/mol
Charge: +1
HOMO (spin up / spin down): -15.15 / -15.15 eV
SMILES: Cc1c[n+](=O)o[nH]1

Geometry (Å):
C  -0.66196  1.07666  0.04416
C  0.28354  0.08753  -0.00502
C  1.72108  0.00309  -0.03602
N  -0.35063  -1.10296  0.06440
N  -1.99646  0.38524  0.03887
O  -3.09571  0.72101  -0.19115
O  -1.69630  -0.99011  0.10634
H  -0.64081  2.20787  0.04684
H  2.13641  0.61481  -0.82933
H  1.87716  -1.01971  -0.42106
H  2.41001  0.08462  0.84917
H  0.01367  -2.06807  0.33280



The following is a quantum chemistry calculation of one molecule with the formula C2H5N3O3, from the OMol25 dataset.

Computed properties:
Electronic energy: -12761.4771 eV
F_max: 10.043 eV Å⁻¹
ΔE to the lowest compared entry with this formula, charge and spin: 590.9 kJ/mol
Charge: 0
HOMO: -8.36 eV
SMILES: N/N=C(/NO)OC=O

Geometry (Å):
C  0.13287  0.31599  -0.45946
C  -1.07590  -1.13452  1.45621
H  1.27814  3.08209  -0.37481
H  1.24495  2.09369  1.03293
H  0.52108  -0.35266  -2.18139
H  -0.46761  -2.35566  -0.49800
H  -1.23615  -1.19790  2.42325
N  0.45481  2.62466  0.28167
N  0.53243  1.55435  -0.66555
N  0.10021  -0.70323  -1.44403
O  0.34695  -2.01056  -1.19058
O  -0.26774  0.01324  0.96630
O  -1.56403  -1.92949  0.65345